Entry 1:
Entry from the OMol25 dataset: a cluster of 3 separate species, C4H14NO2S in total (ωB97M-V/def2-TZVPD).

total charge	-1
LUMO	0.12923	Eh
largest force on an atom	0.1246	hartree/bohr
ΔE to the lowest compared entry with this formula, charge and spin	53.3	kcal/mol
Kohn-Sham gap	6.34	eV
energy	-764.18839	Eh
multiplicity	1

Structure (XYZ):
```
22
Properties=species:S:1:pos:R:3:forces:R:3:lowdin_charge:R:1
C -0.328 -1.018 -2.264 -5.898 2.004 -1.499 -0.18
N 0.028 0.359 -1.982 -0.104 -0.713 0.282 -0.11
C 0.325 0.619 -0.561 -2.132 0.275 0.580 -0.53
C 0.994 2.014 -0.474 1.807 -0.734 -0.040 -0.72
S 1.283 2.676 1.228 -0.276 -0.483 -0.533 0.12
C 1.082 -0.447 0.123 1.353 -2.350 4.272 -0.14
H 0.363 -1.762 -2.193 2.095 -2.004 0.460 0.01
H -1.269 -1.229 -1.590 1.856 -0.066 -1.002 0.11
H -0.815 -1.081 -3.349 1.151 0.173 1.943 0.10
H 0.838 0.573 -2.520 0.766 0.462 -0.397 0.08
H -0.699 0.426 0.049 2.429 1.241 -2.524 0.11
H 2.007 1.921 -1.106 -1.636 -0.107 1.417 0.08
H 0.467 2.736 -1.059 -0.838 0.359 -0.322 0.01
H 0.980 -1.455 -0.265 -0.221 -0.036 -0.550 0.04
H 0.718 -0.670 1.265 0.595 0.998 -2.604 0.11
H 2.160 -0.335 0.326 -0.208 0.545 -0.583 0.07
H -0.862 1.066 2.134 0.079 0.044 -0.163 0.00
H -1.667 0.833 0.899 -0.473 0.357 -0.062 0.00
O -1.573 0.491 1.785 -0.278 -0.090 1.418 -0.11
H -1.889 -2.092 3.650 -5.187 0.698 2.543 -0.06
H -1.037 -1.432 2.637 -0.125 -0.656 0.593 0.02
O -1.106 -2.192 3.267 5.243 0.085 -3.228 -0.03
```
Positions in Å, forces in eV/Å.

---

Entry 2:
Entry from the OMol25 dataset: a cluster of 3 separate species, C4H14NO3 in total (ωB97M-V/def2-TZVPD).

total charge	-1
LUMO	0.13865	Eh
largest force on an atom	0.0484	hartree/bohr
ΔE to the lowest compared entry with this formula, charge and spin	15.4	kcal/mol
Kohn-Sham gap	8.46	eV
energy	-441.29421	Eh
multiplicity	1

Structure (XYZ):
```
22
Properties=species:S:1:pos:R:3:forces:R:3:lowdin_charge:R:1
C 0.109 2.949 -1.520 0.860 -1.515 1.774 -0.07
C 0.332 2.077 -0.231 0.555 -0.449 -0.650 -0.47
C 1.301 0.896 -0.532 0.880 0.287 0.245 -0.16
C 1.734 0.112 0.747 -1.509 -1.582 -0.539 -0.28
O 1.363 -1.277 0.622 0.175 0.750 -0.116 -0.20
N -0.937 1.614 0.332 -1.057 -0.366 -0.860 0.02
H 1.088 3.102 -1.996 -0.426 0.066 -0.020 0.06
H -0.278 3.866 -1.123 -0.654 0.664 -0.565 0.05
H -0.550 2.345 -2.132 -0.278 0.456 -0.529 0.07
H 0.720 2.770 0.530 0.565 -0.356 -0.115 0.12
H 2.168 1.224 -1.160 -0.371 0.048 0.681 0.10
H 0.847 0.107 -1.142 -0.475 0.367 -0.016 0.11
H 1.203 0.551 1.612 0.354 0.034 -0.046 0.10
H 2.795 0.047 0.943 0.364 0.633 -0.039 0.09
H -0.869 0.715 0.807 0.630 0.007 0.512 0.03
H -1.514 1.243 -0.431 0.054 0.539 -0.102 0.07
H -1.679 -2.962 -0.006 -0.837 0.074 -0.032 -0.03
H -1.506 -4.395 0.246 -0.104 -0.607 0.022 -0.01
O -2.199 -3.851 -0.134 0.769 0.413 -0.016 -0.19
H 0.317 -1.413 0.549 0.594 0.160 0.726 -0.01
H -1.625 -1.827 1.441 0.566 0.248 -0.348 -0.03
O -1.106 -1.655 0.637 -0.656 0.127 0.033 -0.37
```
Positions in Å, forces in eV/Å.

---

Entry 3:
Entry from the OMol25 dataset: a cluster of 3 separate species, C4H14NO3 in total (ωB97M-V/def2-TZVPD).

total charge	-1
LUMO	0.14343	Eh
largest force on an atom	0.0306	hartree/bohr
ΔE to the lowest compared entry with this formula, charge and spin	5.8	kcal/mol
Kohn-Sham gap	8.58	eV
energy	-441.30963	Eh
multiplicity	1

Structure (XYZ):
```
22
Properties=species:S:1:pos:R:3:forces:R:3:lowdin_charge:R:1
C -0.203 0.072 1.566 1.015 -0.518 -0.236 -0.31
O 0.272 -1.186 1.918 -0.454 -0.655 0.175 -0.20
C -0.497 0.191 0.055 -1.248 0.051 -0.392 -0.39
C -1.604 1.222 -0.255 0.880 0.950 0.895 -0.26
C -1.487 1.841 -1.645 -0.512 -0.784 0.356 -0.13
N -0.927 -1.060 -0.594 0.561 -0.203 -0.264 0.03
H 0.598 0.806 1.795 -0.392 0.326 0.003 0.10
H -1.076 0.322 2.187 -0.121 0.005 -0.157 0.10
H 0.428 0.507 -0.440 -0.076 -0.074 -0.036 0.13
H -1.504 2.047 0.473 -0.130 -0.103 -0.001 0.10
H -2.585 0.782 -0.075 -0.001 -0.209 -0.100 0.10
H -0.612 2.486 -1.668 0.124 -0.024 -0.304 0.06
H -1.418 1.006 -2.351 0.175 0.357 -0.178 0.06
H -2.382 2.426 -1.867 0.078 0.102 -0.157 0.05
H -1.382 -1.682 0.068 -0.027 0.312 0.197 0.07
H -0.070 -1.565 -0.813 -0.019 -0.160 0.006 0.04
H 2.205 -2.983 0.293 -0.263 -0.015 0.200 -0.03
H 0.839 -1.732 1.140 0.130 0.812 0.685 -0.01
O 1.730 -2.149 0.233 0.248 -0.445 -0.785 -0.33
H 2.897 -1.156 -0.218 0.090 0.526 0.235 -0.03
H 3.232 0.173 0.469 0.206 -0.311 -0.390 0.00
O 3.547 -0.369 -0.274 -0.264 0.062 0.245 -0.17
```
Positions in Å, forces in eV/Å.

---

Entry 4:
Entry from the OMol25 dataset: a cluster of 3 separate species, C4H14NO3 in total (ωB97M-V/def2-TZVPD).

total charge	+1
LUMO	-0.11914	Eh
largest force on an atom	0.0952	hartree/bohr
ΔE to the lowest compared entry with this formula, charge and spin	48.1	kcal/mol
Kohn-Sham gap	11.17	eV
energy	-440.98183	Eh
multiplicity	1

Structure (XYZ):
```
22
Properties=species:S:1:pos:R:3:forces:R:3:lowdin_charge:R:1
O -0.061 3.093 1.474 -0.320 0.856 -1.397 0.12
C -0.089 2.272 2.311 1.190 -3.117 1.338 -0.19
C 0.144 0.708 1.982 -1.949 -0.853 -1.606 -0.01
N -0.350 0.582 0.462 -1.007 0.352 3.761 0.03
C -1.801 0.145 0.560 -1.473 -0.782 1.701 -0.21
C -2.358 0.510 -0.782 -0.787 -0.557 -0.279 -0.08
H -0.213 2.452 3.372 -0.154 0.375 0.462 0.13
H 1.101 0.201 2.027 0.712 0.981 0.141 0.12
H -0.507 -0.042 2.572 0.661 1.681 -0.726 0.14
H 0.191 -0.125 -0.087 0.160 0.718 -0.185 0.10
H -0.367 1.574 0.095 0.552 -1.216 0.119 0.16
H -2.412 0.540 1.483 1.609 0.479 -1.812 0.16
H -1.923 -0.965 0.922 0.921 1.624 -1.610 0.16
H -1.651 0.282 -1.536 0.762 -1.181 -0.883 0.07
H -2.499 1.532 -1.071 -0.342 1.097 1.041 0.09
H -3.279 0.006 -0.994 -0.465 -0.346 -0.175 0.09
H 4.595 -2.773 -2.668 -0.747 -0.417 -0.453 0.06
H 3.319 -3.472 -3.360 0.622 -0.128 0.085 0.04
O 3.670 -2.671 -2.960 -0.024 0.608 0.433 -0.07
H 1.707 -0.927 -1.933 -0.176 0.027 0.698 0.09
H 1.442 -1.895 -0.845 0.644 -4.744 1.010 0.00
O 1.345 -1.029 -1.027 -0.388 4.546 -1.659 0.01
```
Positions in Å, forces in eV/Å.